The following is a DFT calculation (ωB97M-V/def2-TZVPD) of an isolated molecule of C5H7F3OS.

Its spin multiplicity is 1. Its energy relative to the best compared isomer or geometry (same formula, charge and spin) is 9.3 kcal per mole. Its SMILES is CC[C@@](S)(C=O)C(F)(F)F. Its charge is 0. The value obtained for the LUMO energy is 0.5 eV. The frontier orbital gap is 10.107 eV.

CARTESIAN COORDINATES (ANGSTROEM)
1 C 0.9806 0.5289 1.2863
2 C -0.8205 -1.8119 0.5671
3 C -1.1682 -0.4502 0.0209
4 C -0.0066 0.6224 -0.0941
5 C 0.8334 0.4205 -1.3484
6 O 1.7487 -0.3697 1.4987
7 F 1.0759 -0.8473 -1.6966
8 F 0.3753 0.9638 -2.4314
9 F 2.0284 1.0206 -1.0030
10 S -0.4494 2.3794 -0.0228
11 H 0.6665 1.2698 2.0530
12 H -0.3326 -1.5864 1.5838
13 H -0.1910 -2.2557 -0.2372
14 H -1.8264 -2.2820 0.9079
15 H -1.5089 -0.6092 -0.9416
16 H -1.9776 0.1528 0.5707
17 H 0.5725 2.8545 -0.7132